# 1
DFT (ωB97M-V with the def2-TZVPD basis set) results for an isolated molecule of C4H2.

As for the multiplicity: 1. Its HOMO energy is -0.34471 Eh. Its SMILES is C#CC#C. For the HOMO-LUMO gap, the calculation gives 10.14 eV. The calculation puts the LUMO energy at 0.76 eV.

```
6
C4H2 | OMol25 | ωB97M-V with the def2-TZVPD basis set
C -0.38462 0.66254 0.73561
C 0.86927 0.23079 0.49446
C -1.38807 0.63695 0.00987
C 1.25651 -0.71887 -0.01152
H -2.23173 0.58679 -0.67152
H 1.87865 -1.39820 -0.55691
```

---

# 2
DFT (ωB97M-V with the def2-TZVPD basis set) results for a cluster of 2 separate species, C4H2 in total.

As for the multiplicity: 1. Its HOMO energy (spin up / spin down) is -0.33669 / -0.34775 Eh. For the HOMO-LUMO gap (spin up / spin down), the calculation gives 7.05 / 8.51 eV. The calculation puts the LUMO energy (spin up / spin down) at -2.11 / -0.95 eV.

```
6
C4H2 | OMol25 | ωB97M-V with the def2-TZVPD basis set
C 0.65296 0.70407 1.06899
C 0.37581 1.21272 -0.22254
C -0.45435 -0.08752 0.74689
C 0.11432 -0.09457 -0.51328
H -1.43236 -0.17479 1.01906
H 0.74362 -1.55992 -2.09911
```

---

# 3
DFT (ωB97M-V with the def2-TZVPD basis set) results for a cluster of 2 separate species, C4H2 in total.

As for the multiplicity: 1. Its HOMO energy (spin up / spin down) is -0.39140 / -0.35561 Eh. For the HOMO-LUMO gap (spin up / spin down), the calculation gives 9.66 / 6.20 eV. The calculation puts the LUMO energy (spin up / spin down) at -0.99 / -3.48 eV.

```
6
C4H2 | OMol25 | ωB97M-V with the def2-TZVPD basis set
C 0.31115 -0.28010 -0.25467
C 1.17561 0.20231 0.55268
C -0.86384 -0.43238 -0.81251
C -2.01494 -0.55774 -1.33618
H 2.15977 -0.20950 0.77178
H -0.76775 1.27741 1.07890
```

---

# 4
DFT (ωB97M-V with the def2-TZVPD basis set) results for an isolated molecule of C4H2.

As for the multiplicity: 1. Its HOMO energy is -0.36685 Eh. Its SMILES is C#CC#C. For the HOMO-LUMO gap, the calculation gives 9.69 eV. The calculation puts the LUMO energy at -0.30 eV.

```
6
C4H2 | OMol25 | ωB97M-V with the def2-TZVPD basis set
C -0.36571 0.37815 -0.39574
C -1.37024 0.15505 -1.02067
C 0.78116 0.50718 0.32901
C 1.81053 0.43185 0.99759
H -2.26203 -0.03308 -1.56725
H 1.93726 -0.64439 1.09575
```

---

# 5
DFT (ωB97M-V with the def2-TZVPD basis set) results for a structure of composition C4H20BKN8O4.

As for the multiplicity: 1. Its HOMO energy is -0.30062 Eh. For the HOMO-LUMO gap, the calculation gives 8.13 eV. The calculation puts the LUMO energy at -0.05 eV.

```
38
C4H20BKN8O4 | OMol25 | ωB97M-V with the def2-TZVPD basis set
K 12.82101 -4.99142 -28.71405
B 12.91234 -2.17196 -27.70280
H 12.44545 -2.95431 -27.00114
H 12.17039 -1.54772 -28.34048
H 13.53868 -1.56268 -26.93828
H 13.54948 -2.74212 -28.47134
C 8.81636 -5.03430 -28.48305
O 9.98991 -4.70819 -28.31379
N 7.80955 -4.12368 -28.37854
N 8.46378 -6.32181 -28.76486
H 8.07295 -3.16147 -28.42915
H 6.86480 -4.45544 -28.37610
H 7.50527 -6.57943 -28.89047
H 9.23326 -6.95451 -28.86102
C 10.43859 -2.40882 -30.90306
O 9.93116 -2.69150 -31.99845
N 9.74151 -1.87404 -29.87970
N 11.79793 -2.43744 -30.71314
H 8.75939 -1.73665 -30.01669
H 10.22385 -1.27054 -29.23154
H 12.13640 -2.33040 -29.75579
H 12.41293 -2.64014 -31.47075
C 11.27422 -8.57283 -28.83452
O 12.13829 -7.69606 -28.78159
N 10.57027 -8.86761 -29.94304
N 11.03675 -9.36921 -27.73465
H 10.88794 -8.37517 -30.76522
H 10.13549 -9.76797 -30.01120
H 10.09963 -9.71346 -27.61615
H 11.52433 -8.95603 -26.94966
C 14.22140 -4.21816 -32.38921
O 13.72012 -4.90059 -31.48868
N 14.79407 -3.00308 -32.09284
N 14.27473 -4.64337 -33.66983
H 14.79964 -2.82206 -31.10324
H 15.07634 -2.38943 -32.82987
H 13.70505 -5.45914 -33.82731
H 14.32127 -3.97675 -34.42140
```

---

# 6
DFT (ωB97M-V with the def2-TZVPD basis set) results for a cluster of 11 separate species, C4H20BO18 in total.

As for the multiplicity: 1. Its HOMO energy is -0.30901 Eh. Its total charge is -1. For the HOMO-LUMO gap, the calculation gives 10.78 eV. The calculation puts the LUMO energy at 2.37 eV.

```
43
C4H20BO18 | OMol25 | ωB97M-V with the def2-TZVPD basis set
O 1.31150 -2.94564 1.46057
C 1.06373 -2.01240 0.73623
O 1.29962 -0.76192 1.06191
B 0.69672 0.13174 0.05601
O 0.36250 -0.79986 -1.06509
C 0.51593 -2.03779 -0.69919
O 0.39433 -3.00684 -1.39252
O 1.54160 1.30869 -0.27515
C 0.98272 2.38491 0.23606
O 1.45397 3.49195 0.21860
C -0.41701 2.00088 0.69620
O -0.59412 0.71896 0.49102
O -1.26168 2.71929 1.16854
O -0.07059 5.18480 -1.56046
H -0.59003 5.52930 -0.82889
H 0.38971 4.41621 -1.18380
O 1.18531 -5.50279 0.39594
H 1.00567 -4.66441 0.88099
H 2.14272 -5.58621 0.40829
O 0.63881 -1.63209 -4.12806
H 0.86795 -2.50071 -4.47132
H 0.37349 -1.79884 -3.21239
O 3.22407 -0.82477 3.27987
H 3.40691 -0.92083 4.22014
H 2.58114 -1.51857 3.07917
O 3.02341 5.81329 2.14745
H 2.25856 5.22414 2.16745
H 3.40874 5.74918 3.02703
O -2.84047 0.86468 -1.40462
H -3.05885 1.78090 -1.18889
H -2.85837 0.40070 -0.55984
O -0.27873 -6.32561 -1.96701
H 0.17928 -5.64930 -1.43628
H 0.36820 -6.59768 -2.62338
O -3.48538 4.46640 0.03679
H -3.47276 5.03261 -0.74275
H -2.56585 4.42789 0.33447
O -2.86393 -2.35849 -1.74131
H -2.94354 -1.78254 -2.51081
H -2.19527 -3.01127 -1.98821
O -1.90083 0.28756 3.29988
H -1.60005 -0.57836 3.00646
H -1.67917 0.88283 2.57091
```

---

# 7
DFT (ωB97M-V with the def2-TZVPD basis set) results for a cluster of 5 separate species, C4H20N2O4S2 in total.

As for the multiplicity: 1. Its HOMO energy is -0.30856 Eh. Its SMILES is CN[C@@H](CN)CSS.O.O.O.O. For the HOMO-LUMO gap, the calculation gives 8.63 eV. The calculation puts the LUMO energy at 0.23 eV.

```
32
C4H20N2O4S2 | OMol25 | ωB97M-V with the def2-TZVPD basis set
S 0.38993 2.28508 -3.54383
S 0.06311 0.31671 -3.47210
C -1.21329 0.15121 -2.12439
C -0.69037 -1.07891 -1.36423
C -1.93204 -1.67744 -0.52520
N -1.50332 -2.24406 0.74180
N 0.37242 -0.64481 -0.41829
C 1.57052 -1.42697 -0.36070
H 1.53724 2.37077 -2.87159
H -1.43479 1.10138 -1.53086
H -2.10502 0.11726 -2.76314
H -0.26511 -1.84997 -2.00432
H -2.41190 -2.44712 -1.12843
H -2.72145 -0.94469 -0.42141
H -2.08507 -2.94582 1.22512
H -0.72018 -2.88121 0.57896
H -0.03896 -0.55003 0.51094
H 1.45445 -2.47531 -0.02452
H 2.13692 -1.56539 -1.28163
H 2.28630 -0.97040 0.32963
H 2.38788 2.14620 0.16655
H 1.36336 1.22494 -0.45848
O 1.71027 2.13616 -0.54575
H 2.56776 1.90039 2.61992
H 2.09224 2.88879 1.56083
O 2.83964 2.32350 1.79833
H -1.05744 -0.50669 3.86915
H -1.46600 -0.81126 2.47220
O -0.78468 -0.32006 2.95759
H -0.85440 1.38849 2.30819
H -0.34672 2.75480 1.77874
O -1.14130 2.23449 1.92093
```

---

# 8
DFT (ωB97M-V with the def2-TZVPD basis set) results for a cluster of 6 separate species, C4H20N2O6 in total.

As for the multiplicity: 1. Its HOMO energy is -0.33443 Eh. Its SMILES is CCCNC(N)=O.O.O.O.O.O. For the HOMO-LUMO gap, the calculation gives 9.21 eV. The calculation puts the LUMO energy at 0.11 eV.

```
32
C4H20N2O6 | OMol25 | ωB97M-V with the def2-TZVPD basis set
C -0.24953 1.80619 0.42644
N 0.91811 1.25682 -0.24798
C 1.79811 0.40202 0.35219
N 1.38206 -0.13954 1.56292
O 2.93732 0.18567 -0.03439
C -1.52528 1.07617 0.02810
C -2.18481 1.67398 -1.21911
H -0.26343 2.85881 0.11865
H -0.14220 1.92625 1.49736
H 0.85827 1.25232 -1.26610
H 0.42861 -0.10864 1.87555
H 2.07416 -0.60647 2.12100
H -1.32188 0.02851 -0.18871
H -2.25579 0.96847 0.83581
H -1.50846 1.52782 -2.05618
H -3.13776 1.16415 -1.38347
H -2.49605 2.70755 -1.09233
H -0.16861 -2.75568 -0.20297
H 1.20256 -2.35413 0.26999
O 0.76844 -2.90861 -0.39385
H 1.64342 0.57197 -3.61729
H 1.12207 -0.69817 -2.89926
O 1.02783 0.27817 -2.94111
H -2.57966 -2.67581 0.89277
H -1.56108 -1.83555 1.63977
O -1.88455 -2.02293 0.75036
H 0.50900 0.75966 4.08874
H -0.75868 1.64760 4.09323
O -0.43384 0.76444 3.89700
H 1.30238 -2.63706 -2.03667
H 2.60499 -1.87294 -2.16423
O 1.89426 -2.24105 -2.70622
```

---

Energy above the lowest of the compared OMol25 structures with the same formula, charge and spin (computed, kcal/mol): 54.0 179.4 154.0 32.3 0.0 16.0 27.9 20.3